[1]
Below is a cluster of 9 separate species, C36H99N9O9 in total, with properties calculated with ωB97M-V with the def2-TZVPD basis set.

Geometry as XYZ:
```
153
Properties=species:S:1:pos:R:3:mulliken_charge:R:1
O -9.994 0.085 -0.439 -0.30
O 0.275 5.051 -6.373 -0.26
O -0.584 -1.294 -0.680 -0.31
O -1.665 -0.290 6.965 -0.35
O 9.395 -0.481 3.347 -0.28
O 2.212 -6.497 4.662 -0.31
O 0.110 6.346 1.556 -0.26
O 6.534 -1.191 -5.416 -0.32
O -6.846 -7.375 -0.745 -0.32
N 12.646 1.367 3.475 -0.66
N -2.875 8.488 1.226 -0.74
N -5.156 -0.863 5.862 -0.70
N 3.734 -6.851 6.995 -0.78
N -9.340 -8.282 -3.439 -0.69
N 1.175 1.905 -1.283 -0.63
N -0.014 7.991 -8.708 -0.71
N -10.302 1.865 -2.714 -0.73
N 6.472 2.463 -4.459 -0.71
C -1.873 -1.807 -0.602 -0.68
C 4.343 -6.272 5.826 0.40
C -3.406 0.497 4.701 -1.30
C -0.881 -1.392 6.666 -0.68
C -3.711 -0.664 5.681 0.34
C 2.084 7.544 -7.579 -1.48
C 8.207 -0.425 4.141 -0.76
C 1.556 -6.623 3.442 -0.75
C -9.765 -0.524 0.800 -0.72
C 0.694 6.988 -8.015 0.73
C -2.455 6.580 -0.112 -1.41
C -3.023 -0.453 7.032 -0.68
C -0.659 7.512 1.497 -0.76
C -7.935 1.821 -3.209 -1.32
C 10.432 0.339 3.876 -0.72
C -2.121 7.261 1.229 0.70
C 5.337 -1.841 -5.765 -0.75
C 6.276 0.248 -5.402 -0.74
C 0.974 0.564 -0.847 0.33
C -0.192 4.021 -7.168 -0.73
C 3.562 -6.855 4.591 -0.69
C 7.418 0.575 -3.285 -1.28
C 1.498 0.367 0.588 -1.38
C 7.201 1.193 -4.647 0.41
C 1.487 6.542 1.915 -0.75
C -7.852 -8.217 -1.458 -0.76
C -9.065 1.119 -2.442 0.63
C -9.357 -6.221 -2.286 -1.34
C -8.461 -7.430 -2.676 0.55
C -0.509 0.140 -0.955 -0.64
C 11.653 0.445 2.931 0.43
C -0.063 6.401 -6.808 -0.88
C 5.844 -6.411 5.827 -1.31
C -8.962 0.942 -0.863 -0.80
C -6.712 -7.698 0.600 -0.71
C 12.222 -0.996 2.737 -1.26
H -1.147 6.452 -6.912 0.42
H 0.176 6.987 -5.921 0.30
H -8.699 -8.568 -0.869 0.39
H 7.028 3.083 -3.889 0.26
H -6.335 -6.844 1.164 0.25
H 5.590 -2.902 -5.791 0.27
H -1.754 5.779 -0.344 0.28
H 11.324 0.879 1.987 0.22
H 2.076 8.419 -6.929 0.35
H 10.111 1.374 3.993 0.34
H 0.173 4.118 -8.191 0.26
H -1.064 0.747 -0.239 0.32
H -3.437 6.114 -0.029 0.35
H -2.685 9.131 1.982 0.21
H 0.837 2.460 -0.509 0.23
H -3.754 1.457 5.085 0.36
H -9.651 0.195 1.611 0.30
H -2.253 -1.386 0.329 0.27
H 13.222 -0.963 2.305 0.38
H -1.074 -1.704 5.640 0.29
H -10.532 1.771 -3.693 0.21
H 3.555 -7.945 4.626 0.28
H -7.983 0.517 -0.643 0.39
H 1.537 -0.124 -1.478 0.28
H 7.508 -1.228 3.905 0.27
H 8.405 -0.632 5.193 0.32
H 10.835 0.045 4.845 0.34
H -2.335 0.541 4.507 0.31
H -0.256 8.103 0.674 0.36
H 2.768 -6.903 6.704 0.34
H 12.944 1.211 4.428 0.23
H -3.848 8.235 1.325 0.26
H -10.261 -6.547 -1.771 0.32
H -10.577 -1.187 1.097 0.26
H -8.979 -9.203 -3.641 0.22
H 0.103 3.025 -6.837 0.26
H -2.573 7.245 -0.968 0.37
H -3.458 0.470 7.415 0.34
H 1.446 -0.668 0.926 0.37
H 0.144 -1.041 6.793 0.23
H -1.087 -2.170 7.401 0.31
H 12.381 -1.563 3.654 0.29
H 1.899 -5.949 2.656 0.28
H -6.935 1.398 -3.118 0.34
H 2.024 5.599 2.017 0.23
H 2.756 7.786 -8.403 0.44
H -2.527 6.569 1.966 0.20
H 1.877 7.206 1.143 0.33
H 6.256 -5.966 4.921 0.34
H -5.529 0.067 5.985 0.29
H -0.566 8.126 2.392 0.34
H -8.719 -5.635 -1.624 0.30
H 7.942 1.264 -2.623 0.40
H -1.877 -2.894 -0.529 0.24
H -8.811 -1.049 0.756 0.29
H 1.608 7.110 2.837 0.30
H 4.898 -1.638 -6.742 0.31
H 0.523 -6.424 3.726 0.25
H 6.057 -7.477 5.911 0.33
H 8.130 1.306 -5.205 0.28
H 11.588 -1.655 2.143 0.32
H 13.475 1.347 2.899 0.24
H -7.781 2.867 -2.944 0.33
H 0.895 0.950 1.284 0.31
H -3.347 -1.577 5.210 0.24
H -9.610 -5.546 -3.104 0.37
H 6.510 0.418 -2.702 0.28
H -8.218 1.748 -4.259 0.33
H 7.941 -0.378 -3.359 0.32
H 2.522 0.740 0.601 0.36
H 6.189 -5.801 6.662 0.33
H -9.046 1.890 -0.332 0.36
H -11.091 1.598 -2.142 0.25
H -9.469 -7.809 -4.322 0.25
H 0.677 2.235 -2.097 0.25
H -0.313 8.702 -8.056 0.24
H 7.798 0.585 4.159 0.31
H -9.178 0.091 -2.787 0.19
H -3.950 0.371 3.765 0.39
H -7.659 -6.984 -3.264 0.21
H 6.129 0.734 -6.367 0.40
H 0.875 6.243 -8.790 0.10
H -1.275 4.016 -7.290 0.31
H 4.045 -6.488 3.686 0.40
H 4.531 -1.712 -5.043 0.32
H 5.273 0.364 -4.992 0.30
H -2.566 -1.459 -1.369 0.28
H 4.044 -5.225 5.871 0.29
H 5.597 2.322 -3.973 0.26
H 1.634 -7.660 3.115 0.32
H 0.702 8.392 -9.297 0.29
H -7.399 -9.172 -1.723 0.37
H -5.990 -8.505 0.719 0.27
H -0.906 0.270 -1.961 0.39
H -7.651 -7.978 1.077 0.32
H -5.347 -1.360 6.721 0.26
H 3.972 -7.833 6.987 0.26
H -3.245 -1.358 7.598 0.36
H 2.651 6.735 -7.119 0.35
```

electronic energy: -70767.61770 eV
E_LUMO: 0.295 eV
net charge: 0
energy above the lowest of the compared OMol25 structures with the same formula, charge and spin: 108.2 kcal/mol
Kohn-Sham gap: 9.32 eV
SMILES string: COC[C@H](C)N.COC[C@H](C)N.COC[C@H](C)N.COC[C@H](C)N.COC[C@H](C)N.COC[C@H](C)N.COC[C@H](C)N.COC[C@H](C)N.COC[C@H](C)N
HOMO: -0.3318 Ha
multiplicity: 1

=====

[2]
Below is a structure of composition C31H32IrN5O3, with properties calculated with ωB97M-V with the def2-TZVPD basis set.

Geometry as XYZ:
```
72
Properties=species:S:1:pos:R:3:mulliken_charge:R:1
Ir -0.182 -0.246 0.225 2.86
O -1.762 -2.420 3.885 -0.23
O -1.578 -0.908 1.778 -1.25
O 0.376 -0.073 -1.947 -0.80
N -1.958 -0.721 -1.016 0.71
N -1.871 -0.252 -2.260 -1.04
N -0.606 2.100 0.734 0.59
N 1.735 0.855 0.402 0.49
N 1.405 -1.623 1.401 0.97
C 0.808 2.238 -5.345 -0.67
C -1.893 -3.165 5.066 -1.07
C -3.150 -2.199 0.511 0.73
C -0.566 0.917 -3.883 0.53
C -2.409 -1.877 1.693 0.37
C 2.667 -1.274 0.839 0.64
C 2.566 2.631 -1.099 -1.39
C 1.641 2.073 -0.201 0.61
C 0.434 2.792 0.025 0.10
C -2.880 -1.605 -0.748 -0.63
C 1.278 4.653 -1.246 -0.91
C 4.961 -1.744 0.298 -0.94
C 0.279 4.069 -0.478 -0.40
C -1.551 2.040 -5.760 -0.61
C 5.209 -0.385 0.195 -0.64
C -0.669 0.149 -2.636 0.20
C 2.397 3.911 -1.586 -0.94
C -4.142 -3.198 0.577 -1.13
C 2.853 0.096 0.488 -0.08
C -4.366 -3.909 1.722 -0.89
C 4.179 0.525 0.293 -1.17
C -1.953 2.411 0.277 -1.33
C 0.685 1.414 -4.246 -0.35
C 1.329 -1.086 2.765 -0.85
C -1.683 1.214 -4.661 -0.35
C -0.503 2.245 2.182 -1.00
C -0.312 2.568 -6.091 -0.37
C 1.056 -3.036 1.402 -1.23
C -2.607 -2.719 2.842 0.58
C -3.569 -3.696 2.855 -0.60
C 3.695 -2.177 0.661 -0.24
H -2.637 1.678 0.699 0.17
H -4.727 -3.400 -0.309 0.36
H 6.215 -0.033 0.021 0.39
H 5.751 -2.462 0.138 0.40
H -2.409 2.281 -6.372 0.38
H -1.990 2.343 -0.809 0.41
H -0.842 3.240 2.500 0.35
H -5.147 -4.652 1.760 0.38
H -3.459 -1.978 -1.595 0.33
H 3.522 -3.230 0.819 0.40
H 0.313 -1.184 3.139 0.08
H 3.389 2.032 -1.455 0.69
H 3.138 4.324 -2.255 0.41
H -2.281 3.408 0.597 0.44
H 1.778 2.621 -5.625 0.40
H 2.016 -1.629 3.426 0.39
H 0.529 2.107 2.494 0.30
H 4.399 1.579 0.233 0.75
H -1.660 -4.223 4.899 0.40
H -0.217 3.245 -6.928 0.39
H 1.683 -3.614 2.093 0.42
H 1.611 -0.036 2.756 0.22
H -0.631 4.619 -0.290 0.36
H -1.176 -2.744 5.769 0.25
H -2.640 0.800 -4.384 0.46
H 1.149 -3.445 0.397 0.39
H -3.726 -4.312 3.727 0.45
H 1.540 1.149 -3.642 0.41
H 0.023 -3.141 1.733 0.02
H -2.898 -3.083 5.493 0.37
H 1.160 5.665 -1.604 0.40
H -1.119 1.488 2.663 0.17
```

electronic energy: -49095.05088 eV
E_LUMO (alpha / beta): -0.832 / -0.967 eV
net charge: 0
Kohn-Sham gap (alpha / beta): 6.04 / 5.88 eV
HOMO (alpha / beta): -0.2524 / -0.2516 Ha
multiplicity: 1

=====

[3]
Below is a structure of composition C25H30N7O3S2W, with properties calculated with ωB97M-V with the def2-TZVPD basis set.

Geometry as XYZ:
```
68
Properties=species:S:1:pos:R:3:mulliken_charge:R:1
W -0.778 -0.770 -0.732 1.02
S 2.056 0.502 3.231 0.84
S -0.835 3.765 -0.177 0.04
O 2.153 -0.494 4.268 -0.63
O 3.881 0.516 0.069 -0.81
O 0.860 1.336 3.153 -0.72
N -2.858 -0.611 -0.789 0.16
N 0.786 -1.921 0.270 -0.52
N -0.644 1.290 -0.852 0.31
N -1.471 -1.054 1.181 0.41
N 1.335 -0.765 -2.191 -0.19
N 2.406 -0.122 1.698 -0.28
N -1.439 -1.191 -2.666 0.09
C -2.698 -0.521 1.511 0.84
C 2.334 -1.758 -1.654 -0.64
C 0.873 -1.109 -3.593 -0.89
C -5.498 0.491 -0.833 -1.00
C 5.626 3.087 3.090 -0.59
C 5.088 2.992 4.365 -0.52
C 5.278 2.173 2.079 -0.52
C -3.143 -0.084 2.816 -1.66
C 0.437 -2.597 1.537 -1.07
C -0.912 2.011 -2.077 -0.39
C -3.538 -0.293 0.369 0.53
C 1.832 -2.643 -0.494 -0.65
C 4.072 1.502 2.209 0.00
C -3.124 -0.618 -4.508 -1.78
C 3.850 2.332 4.490 -0.53
C 3.447 0.579 1.226 0.31
C -2.674 -0.797 -3.073 1.00
C -0.447 2.156 0.191 -0.12
C 3.431 1.603 3.403 0.58
C -4.822 0.314 0.356 -0.66
C -0.492 -1.837 -3.599 -0.60
C -3.533 -0.416 -1.982 0.80
C -1.097 3.337 -1.867 -0.44
C -4.844 0.096 -2.040 -0.76
C -0.734 -1.839 2.174 -0.86
H -5.206 0.638 1.316 0.49
H -0.794 1.467 -3.039 0.25
H 5.551 3.378 5.277 0.41
H 0.797 -0.179 -4.144 0.40
H -5.417 0.208 -2.972 0.36
H 0.158 -3.650 1.299 0.55
H 3.170 -1.155 -1.188 0.31
H 2.695 -2.782 0.215 0.40
H -3.404 -1.559 -4.944 0.44
H 1.315 -2.690 2.221 0.39
H 1.729 0.152 -2.211 0.24
H -3.237 0.999 2.860 0.43
H -0.458 -1.193 3.028 0.56
H 0.048 1.913 1.142 0.37
H -0.940 -1.717 -4.606 0.58
H 1.365 -3.590 -0.833 0.42
H -4.031 0.009 -4.581 0.43
H -2.492 -0.433 3.631 0.33
H -1.411 -2.593 2.627 0.57
H -2.327 -0.233 -5.124 0.47
H -0.476 -2.909 -3.387 0.28
H -6.543 0.781 -0.883 0.50
H 6.431 3.779 2.867 0.42
H -4.111 -0.570 2.920 0.55
H 1.570 -1.796 -4.129 0.41
H 3.288 2.363 5.444 0.40
H 5.822 2.051 1.114 0.40
H 1.352 -1.051 0.641 0.63
H -1.282 4.114 -2.637 0.45
H 2.673 -2.391 -2.482 0.40
```

electronic energy: -66452.84955 eV
E_LUMO (alpha / beta): -11.715 / -12.123 eV
net charge: +3
energy above the lowest of the compared OMol25 structures with the same formula, charge and spin: 0.0 kcal/mol
Kohn-Sham gap (alpha / beta): 3.42 / 3.02 eV
expectation value of S²: 2.032
HOMO (alpha / beta): -0.5564 / -0.5564 Ha
multiplicity: 3

=====

[4]
Below is a cluster of 5 separate species, C35H69ClFN5O3 in total, with properties calculated with ωB97M-V with the def2-TZVPD basis set.

Geometry as XYZ:
```
114
Properties=species:S:1:pos:R:3:mulliken_charge:R:1
Cl 3.156 0.167 -4.947 -0.20
F -1.370 1.157 -9.552 -0.30
O -2.459 -0.909 -4.234 -0.51
O -1.761 -1.282 -10.715 -0.55
O -1.626 2.582 -6.773 -0.52
N 1.008 -1.504 0.169 0.40
N -1.334 0.890 -5.178 0.11
N -1.483 -4.737 7.182 0.09
N 3.796 3.872 -2.821 0.13
N -3.417 2.428 2.619 0.19
C -1.339 2.146 1.150 -0.67
C -2.821 1.859 1.424 -0.87
C 2.145 4.517 -4.561 -1.53
C -3.337 3.872 2.733 -0.33
C -1.727 0.244 -7.395 0.74
C -2.007 -0.860 -6.618 0.58
C -1.722 1.849 4.453 -0.82
C 0.279 -1.550 1.422 -0.32
C 0.140 0.843 -4.929 -0.49
C -0.897 -5.319 5.987 -0.78
C 0.574 -0.426 -4.221 0.07
C -1.549 1.435 -6.496 -0.17
C -1.986 -0.393 -5.193 -0.15
C 4.571 5.093 -2.956 -0.71
C 4.122 6.325 -2.160 -0.96
C 3.506 3.618 -0.286 -1.10
C -1.202 -5.430 8.427 -0.71
C 4.041 3.090 -1.623 -0.37
C 0.338 -2.111 -0.965 -0.01
C 0.209 -5.321 9.017 -0.97
C -0.140 -2.919 1.972 -0.80
C -1.649 0.116 -8.773 0.49
C 2.390 3.983 -3.157 0.31
C -1.849 -1.146 -9.340 0.03
C 0.589 -5.054 5.710 -0.91
C -1.981 -2.560 6.099 -1.08
C -2.158 -2.241 -8.545 -0.49
C 2.424 -1.818 0.241 -0.51
C -3.132 1.732 3.861 -0.74
C -1.387 -3.294 7.292 -0.38
C 2.833 -3.278 0.468 -1.11
C 1.988 -0.311 -3.691 -0.50
C -3.929 4.599 1.534 -1.43
C -2.247 -2.110 -7.156 -0.76
C -1.054 -1.544 -1.215 -1.60
H 2.875 -1.197 1.021 0.42
H -2.469 -2.946 -6.512 0.53
H -3.901 4.167 3.621 0.47
H 0.696 -3.448 2.428 0.13
H 0.932 -5.917 8.462 0.23
H 0.953 -1.918 -1.848 0.20
H -1.987 -1.486 6.294 0.39
H -1.941 -2.991 8.184 0.48
H -0.685 1.550 1.786 0.01
H -3.342 4.444 0.628 0.28
H -3.009 -2.877 5.920 0.33
H -3.846 2.095 4.608 0.36
H 4.387 6.254 -1.106 0.27
H 0.863 -1.026 2.184 0.45
H -1.749 -1.813 -0.418 0.52
H 1.238 -5.657 6.343 0.31
H -1.470 -4.968 5.124 0.39
H 2.881 -1.479 -0.696 0.20
H 3.902 -3.391 0.279 0.43
H -1.028 -0.456 -1.298 0.19
H 0.563 -4.290 9.050 0.27
H -3.950 5.672 1.728 0.44
H -2.979 0.777 1.446 0.37
H 3.611 2.096 -1.792 0.00
H 1.833 4.604 -2.437 0.18
H -1.102 1.886 0.116 0.26
H 0.206 -5.696 10.043 0.40
H -0.895 -2.784 2.751 0.26
H 4.616 7.215 -2.555 0.37
H 0.261 -3.207 -0.877 0.22
H 2.688 3.925 -5.299 0.28
H 4.590 5.363 -4.015 0.40
H -1.451 -6.486 8.297 0.36
H 2.317 -1.272 -3.312 0.44
H -1.403 -2.722 5.188 0.00
H -2.335 -3.195 -9.014 0.46
H -0.994 1.261 3.894 0.05
H 5.611 4.865 -2.711 0.38
H -1.911 -5.056 9.173 0.41
H 0.853 -4.004 5.847 0.23
H -1.377 2.882 4.491 0.33
H -2.305 4.226 2.887 0.27
H -3.371 0.673 3.725 0.37
H -1.086 3.198 1.285 0.42
H 3.569 2.831 0.469 0.45
H 1.955 2.980 -3.101 -0.12
H 0.541 -1.279 -4.899 0.07
H 0.395 1.691 -4.297 0.02
H 1.081 4.461 -4.796 0.46
H -1.458 -1.942 -2.145 0.42
H 0.692 0.957 -5.861 0.44
H 3.046 6.492 -2.232 0.25
H 2.655 -3.597 1.494 0.25
H 4.088 4.461 0.082 0.28
H 2.445 5.560 -4.662 0.42
H 2.460 3.921 -0.353 0.25
H 2.309 -3.960 -0.202 0.26
H 5.118 2.925 -1.534 0.42
H 2.032 0.382 -2.857 0.23
H -0.827 -1.226 -10.946 0.33
H -0.624 -0.943 1.307 -0.21
H -1.071 -6.397 6.012 0.35
H -0.063 -0.599 -3.359 -0.01
H 0.821 -5.315 4.675 0.35
H -1.723 1.467 5.477 0.39
H -0.350 -2.952 7.439 0.24
H -0.578 -3.559 1.205 0.27
H -3.396 2.202 0.560 0.30
H -4.951 4.267 1.346 0.33
```

electronic energy: -66245.80888 eV
E_LUMO: -0.320 eV
net charge: 0
Kohn-Sham gap: 7.74 eV
SMILES string: O=C1c2ccc(O)c(F)c2C(=O)N1CCCCl.CCN(CC)CC.CCN(CC)CC.CCN(CC)CC.CCN(CC)CC
HOMO: -0.2962 Ha
multiplicity: 1

=====

[5]
Below is a cluster of 6 separate species, C32H33F5OSi in total, with properties calculated with ωB97M-V with the def2-TZVPD basis set.

Geometry as XYZ:
```
72
Properties=species:S:1:pos:R:3:mulliken_charge:R:1
Si -3.013 -0.704 -0.157 0.49
F 8.137 3.096 2.438 -0.35
F 1.493 -3.511 0.038 -0.39
F 2.949 3.466 -0.476 -0.31
F -4.303 -3.516 -1.321 -0.25
F -7.211 0.364 -3.334 -0.33
O 0.794 -0.530 0.552 -0.46
C 9.380 6.079 0.825 -0.37
C 3.803 2.574 0.071 0.62
C 4.229 -3.940 2.361 -0.38
C -6.679 -2.598 -3.877 -0.25
C -10.233 1.211 -1.547 -0.36
C 9.142 4.737 1.086 -0.35
C -5.079 -3.598 -2.421 0.19
C 6.021 1.969 0.708 -0.10
C -8.060 0.606 -2.312 0.41
C -5.881 -2.523 -2.747 0.18
C -0.230 0.022 -0.299 -0.32
C 8.093 6.692 2.761 -0.33
C -5.857 -4.818 -4.311 -0.35
C 2.181 -3.878 1.144 0.46
C -5.049 -4.746 -3.186 -0.51
C 2.232 -4.905 3.290 -0.30
C 5.543 0.754 1.184 -0.84
C 5.147 2.888 0.142 -0.62
C -1.516 0.222 0.524 -0.84
C 3.308 1.376 0.543 -0.45
C 7.844 5.354 3.027 -0.44
C 4.187 0.463 1.099 -0.41
C 8.377 4.399 2.184 0.42
C -9.361 0.968 -2.597 -0.44
C 1.518 -4.534 2.160 -0.59
C -7.603 0.484 -1.014 -0.25
C 3.584 -4.607 3.393 -0.52
C 3.525 -3.577 1.222 -0.34
C 8.859 7.056 1.661 -0.50
C -9.795 1.097 -0.234 -0.47
C -8.481 0.737 0.029 -0.49
C -6.670 -3.747 -4.658 -0.64
H 7.689 7.452 3.416 0.36
H -1.335 -0.202 1.510 0.33
H 5.280 -3.700 2.441 0.38
H 2.254 1.157 0.480 0.33
H -0.437 -0.677 -1.108 0.46
H 4.007 -3.061 0.401 0.49
H -9.680 1.058 -3.627 0.43
H -5.877 -1.642 -2.121 0.06
H -11.257 1.490 -1.754 0.36
H 1.729 -5.427 4.093 0.37
H -10.478 1.291 0.582 0.38
H -7.296 -3.806 -5.538 0.37
H -8.136 0.652 1.051 0.37
H -1.719 1.276 0.698 0.49
H -4.403 -5.566 -2.901 0.42
H 9.545 3.959 0.451 0.41
H -5.851 -5.714 -4.918 0.36
H -4.097 -0.560 0.845 -0.18
H 7.243 5.048 3.873 0.42
H 7.069 2.197 0.770 0.40
H -3.438 -0.241 -1.491 -0.14
H 3.802 -0.481 1.463 0.52
H 6.225 0.037 1.621 0.38
H 9.048 8.101 1.455 0.37
H 5.500 3.837 -0.242 0.46
H 1.073 -1.362 0.137 0.19
H 9.973 6.360 -0.035 0.36
H -6.577 0.198 -0.827 0.43
H -7.307 -1.764 -4.148 0.37
H 0.462 -4.748 2.063 0.44
H 0.149 0.972 -0.669 0.16
H -2.621 -2.125 -0.200 -0.15
H 4.136 -4.893 4.279 0.38
```

electronic energy: -57230.63966 eV
E_LUMO: 0.834 eV
net charge: 0
energy above the lowest of the compared OMol25 structures with the same formula, charge and spin: 0.0 kcal/mol
Kohn-Sham gap: 9.75 eV
SMILES string: Fc1ccccc1.Fc1ccccc1.Fc1ccccc1.Fc1ccccc1.Fc1ccccc1.OCC[SiH3]
HOMO: -0.3278 Ha
multiplicity: 1